This record from the Open Molecules 2025 dataset describes a 2-piece molecular cluster, C3H2NP overall. The level of theory is the ωB97M-V functional and the def2-TZVPD basis.

HOMO-LUMO gap (alpha / beta): 7.188 / 9.447 eV
Total energy: -13915.711 eV
Energy relative to the best compared isomer or geometry (same formula, charge and spin): 354.8 kJ/mol

The geometry in ORCA input format:
```
! wB97M-V def2-TZVPD RIJCOSX def2/J DEFGRID3
* xyz 0 1
C -1.0725 0.7310 0.6704
C 1.1471 -0.0294 -0.4513
C -0.1586 0.2835 -0.2706
N -1.8832 1.1421 1.3611
P 0.6019 0.5228 -2.0151
H 1.9228 -0.5617 0.0261
H -0.5575 -2.0883 0.6793
*
```

=====

This record from the Open Molecules 2025 dataset describes an isolated ion of composition C3H2NS2 and charge -1. The level of theory is the ωB97M-V functional and the def2-TZVPD basis.

HOMO-LUMO gap: 6.279 eV
Total energy: -26304.045 eV
Energy relative to the best compared isomer or geometry (same formula, charge and spin): 117.6 kJ/mol
SMILES: [S-]c1cncs1

The geometry in ORCA input format:
```
! wB97M-V def2-TZVPD RIJCOSX def2/J DEFGRID3
* xyz -1 1
C -0.7558 0.6219 0.1553
C 0.2274 -0.7466 -1.2767
C 0.3453 0.3454 0.8679
N -0.8693 -0.0738 -1.0115
S 0.7074 0.8808 2.8109
S 1.3975 -0.7853 0.0841
H -1.5310 1.2733 0.3175
H 0.4785 -1.5156 -1.9475
*
```

=====

This record from the Open Molecules 2025 dataset describes one molecule with the formula C3H2O. The level of theory is the ωB97M-V functional and the def2-TZVPD basis.

HOMO-LUMO gap: 9.495 eV
Total energy: -5186.301 eV
Energy relative to the best compared isomer or geometry (same formula, charge and spin): 182.4 kJ/mol

The geometry in ORCA input format:
```
! wB97M-V def2-TZVPD RIJCOSX def2/J DEFGRID3
* xyz 0 1
O -0.8521 1.5184 0.3954
C -0.7430 0.3487 0.1368
C 0.7480 -1.2428 -0.9227
C 0.5997 -0.3124 -0.0210
H -1.6164 -0.3124 0.0111
H 1.4444 0.0789 0.5467
*
```

=====

This record from the Open Molecules 2025 dataset describes one molecule with the formula C3H2O. The level of theory is the ωB97M-V functional and the def2-TZVPD basis.

HOMO-LUMO gap: 10.469 eV
Total energy: -5187.861 eV
Energy relative to the best compared isomer or geometry (same formula, charge and spin): 31.9 kJ/mol
SMILES: C#CC=O

The geometry in ORCA input format:
```
! wB97M-V def2-TZVPD RIJCOSX def2/J DEFGRID3
* xyz 0 1
C 0.6965 -0.3717 -0.0936
C -0.6115 0.0903 0.2643
C -1.7106 0.2154 0.8056
H 1.0103 -1.3234 0.2992
H -2.5330 0.7819 1.2530
O 1.4096 0.1172 -0.9263
*
```